i) The following is a DFT calculation (ωB97M-V with the def2-TZVPD basis set) of a 8-piece molecular cluster, C23H50NO15S overall.

Results
total charge	-1
LUMO	2.03	eV
Kohn-Sham gap	0.2126	Ha
2S+1	1
M	612.7	g mol⁻¹

Positions of all 90 atoms, in Å:
N: -0.429 0.088 0.437
H: -0.647 1.063 0.385
H: -0.158 -0.188 -0.660
H: -1.149 -0.520 0.668
H: 0.342 -0.111 1.161
S: -1.442 -0.264 3.707
O: -1.273 0.562 4.864
O: -2.405 -1.318 3.869
O: -1.884 0.605 2.536
O: -0.247 -0.902 3.201
O: -1.159 -1.125 -1.091
C: -2.147 -1.605 -0.567
O: -3.227 -1.988 -1.215
C: -3.200 -1.986 -2.687
C: -4.541 -2.551 -3.314
C: -2.385 -1.727 0.958
H: -2.495 -2.719 -2.915
H: -2.839 -1.017 -2.807
H: -4.406 -2.555 -4.342
H: -5.379 -1.863 -3.297
H: -4.851 -3.581 -2.912
H: -1.710 -2.537 1.413
H: -3.401 -1.736 1.259
H: -2.057 -0.715 1.302
O: 2.271 1.381 0.691
C: 2.158 2.526 1.113
O: 2.128 2.812 2.378
C: 2.355 1.936 3.356
C: 2.232 2.850 4.569
C: 1.900 3.714 0.132
H: 3.463 1.392 3.538
H: 1.691 1.062 3.463
H: 1.159 2.998 4.391
H: 2.929 3.577 4.525
H: 2.343 2.139 5.446
H: 1.287 4.330 0.722
H: 1.418 3.288 -0.771
H: 2.748 4.112 -0.054
O: -1.305 3.469 0.362
C: -2.073 3.919 -0.512
O: -3.348 3.532 -0.572
C: -3.827 2.299 0.029
C: -5.245 2.209 -0.181
C: -1.732 4.959 -1.493
H: -3.738 2.309 1.074
H: -3.224 1.517 -0.341
H: -5.694 1.266 0.344
H: -5.148 1.891 -1.331
H: -5.932 3.063 0.004
H: -0.831 5.463 -1.161
H: -2.596 5.589 -1.585
H: -1.430 4.371 -2.435
O: 1.631 -2.179 0.078
C: 2.655 -1.847 0.590
O: 3.799 -1.607 -0.115
C: 3.868 -1.806 -1.566
C: 5.257 -1.879 -2.209
C: 2.830 -1.760 2.071
H: 3.237 -0.962 -2.040
H: 3.454 -2.678 -2.058
H: 5.029 -2.014 -3.280
H: 5.974 -2.548 -1.776
H: 5.860 -1.074 -2.106
H: 2.115 -2.453 2.532
H: 2.770 -0.620 2.526
H: 3.902 -2.182 2.572
O: -0.253 1.976 -2.864
C: 0.259 0.873 -3.301
O: 1.519 0.598 -3.456
C: 2.454 1.606 -3.165
C: 3.692 1.370 -4.037
C: -0.775 -0.067 -3.965
H: 2.738 1.665 -2.130
H: 2.243 2.684 -3.276
H: 4.266 2.195 -3.654
H: 3.458 1.356 -4.967
H: 4.395 0.365 -4.097
H: -1.097 0.252 -4.903
H: -1.675 -0.106 -3.471
H: -0.246 -1.074 -4.003
C: -0.624 -4.017 1.790
C: -0.602 -4.912 3.050
O: -0.923 -6.093 3.099
C: -0.047 -4.249 4.301
H: -0.892 -2.954 1.970
H: -1.401 -4.560 1.106
H: 0.289 -4.012 1.318
H: 0.449 -5.100 5.055
H: -1.032 -3.966 4.595
H: 0.595 -3.516 4.175

Mulliken population analysis, charges in e, atoms 1 to 8: number 1, N, carries 1.524; number 2, H, carries 0.146; number 3, H, carries 0.236; number 4, H, carries -0.937; number 5, H, carries -0.151; number 6, S, carries 0.681; number 7, O, carries -0.728; number 8, O, carries -0.728

***

ii) The following is a DFT calculation (ωB97M-V with the def2-TZVPD basis set) of C23H50NO15S as an isolated structure.

Results
total charge	-1
LUMO	1.97	eV
Kohn-Sham gap	0.2045	Ha
2S+1	1
M	612.7	g mol⁻¹

Positions of all 90 atoms, in Å:
N: 0.215 0.704 0.246
H: -0.346 0.779 0.843
H: 0.085 0.012 -0.675
H: 1.060 0.810 0.696
H: 0.044 1.644 -0.192
S: 0.428 3.141 2.790
O: -0.822 3.652 3.213
O: 0.362 1.693 3.006
O: 0.564 3.355 1.346
O: 1.442 3.703 3.538
O: 0.136 1.197 -2.775
C: 1.027 1.883 -3.339
O: 1.422 3.139 -3.064
C: 0.707 3.750 -1.995
C: 0.762 5.277 -2.343
C: 1.775 1.279 -4.539
H: 1.278 3.702 -1.156
H: -0.065 3.392 -2.032
H: 0.004 5.374 -3.151
H: 1.630 5.563 -2.827
H: 0.280 5.962 -1.702
H: 1.879 2.233 -5.071
H: 1.076 0.547 -5.006
H: 2.501 0.640 -4.236
O: -2.577 1.328 -0.175
C: -2.767 2.581 -0.410
O: -3.231 3.142 -1.527
C: -3.568 2.401 -2.705
C: -4.274 3.332 -3.659
C: -2.775 3.541 0.783
H: -4.056 1.519 -2.251
H: -2.635 1.977 -3.004
H: -5.026 3.754 -3.083
H: -4.962 2.872 -4.331
H: -3.637 3.999 -4.074
H: -2.502 3.111 1.658
H: -3.531 4.348 0.640
H: -1.780 4.231 0.704
O: 2.980 -0.463 0.071
C: 4.225 -0.310 -0.053
O: 4.977 0.461 0.493
C: 4.500 1.429 1.527
C: 5.478 2.458 1.886
C: 5.026 -1.259 -0.983
H: 4.092 0.919 2.466
H: 3.437 1.886 1.332
H: 5.184 3.221 2.552
H: 5.816 3.004 0.963
H: 6.378 1.795 1.890
H: 5.661 -2.024 -0.564
H: 5.525 -0.469 -1.733
H: 4.370 -1.801 -1.668
O: -2.914 -3.056 -3.967
C: -2.730 -3.035 -2.718
O: -2.642 -4.209 -2.023
C: -2.470 -5.448 -2.630
C: -2.765 -6.529 -1.622
C: -2.732 -1.754 -1.976
H: -1.430 -5.484 -3.306
H: -3.247 -5.554 -3.345
H: -1.889 -6.481 -0.844
H: -2.783 -7.577 -2.161
H: -3.755 -6.438 -1.341
H: -2.674 -2.095 -0.910
H: -3.688 -1.842 -2.265
H: -1.926 -1.249 -2.338
O: -0.839 -2.001 0.915
C: -0.663 -3.004 1.493
O: 0.329 -3.226 2.393
C: 1.307 -2.255 2.658
C: 2.364 -2.783 3.649
C: -1.590 -4.126 1.296
H: 0.869 -1.272 2.993
H: 1.750 -2.045 1.716
H: 3.091 -2.192 3.691
H: 2.553 -3.671 2.908
H: 2.053 -3.035 4.612
H: -2.003 -4.458 2.263
H: -0.775 -4.847 1.080
H: -2.326 -4.172 0.578
C: -0.510 0.215 3.890
C: -0.280 -1.037 4.655
O: 0.578 -1.184 5.626
C: -1.022 -2.301 4.191
H: 0.619 0.600 3.626
H: -1.059 0.959 4.174
H: -0.815 0.156 2.749
H: -1.373 -3.262 4.924
H: -0.535 -2.878 3.530
H: -1.835 -1.880 3.489

Mulliken population analysis, charges in e, atoms 1 to 8: number 1, N, carries 0.818; number 2, H, carries 0.091; number 3, H, carries 0.323; number 4, H, carries -0.044; number 5, H, carries -0.178; number 6, S, carries 1.064; number 7, O, carries -0.829; number 8, O, carries -0.669

***

Result of the stability comparison: ii) is the least stable of them.

***

i) The following is a DFT calculation (ωB97M-V with the def2-TZVPD basis set) of a 3-piece molecular cluster, C2H9O3 overall.

Results
total charge	-1
LUMO	3.91	eV
Kohn-Sham gap	0.2913	Ha
2S+1	1
M	81.1	g mol⁻¹

Positions of all 14 atoms, in Å:
C: 1.115 1.013 1.278
O: 0.045 0.109 1.423
C: 2.382 0.407 1.842
H: 0.860 1.937 1.818
H: 1.238 1.296 0.227
H: 2.197 0.083 2.865
H: 3.225 1.104 1.823
H: 2.693 -0.471 1.273
H: -1.628 -0.867 -2.133
H: -1.019 -1.969 -3.144
O: -1.729 -1.324 -3.077
H: -1.740 0.812 -1.150
H: -0.415 0.036 0.550
O: -1.555 -0.089 -0.868

Mulliken population analysis, charges in e, atoms 1 to 8: number 1, C, carries -0.184; number 2, O, carries -0.510; number 3, C, carries -1.029; number 4, H, carries 0.204; number 5, H, carries 0.294; number 6, H, carries 0.253; number 7, H, carries 0.320; number 8, H, carries 0.272

***

ii) The following is a DFT calculation (ωB97M-V with the def2-TZVPD basis set) of a 3-piece molecular cluster, C2H9O3 overall.

Results
total charge	-1
LUMO	4.39	eV
Kohn-Sham gap	0.3120	Ha
2S+1	1
M	81.1	g mol⁻¹

Positions of all 14 atoms, in Å:
C: 0.614 -0.863 -1.160
O: 0.782 0.441 -1.647
C: 1.504 -0.986 0.111
H: -0.415 -1.027 -0.842
H: 1.042 -1.620 -1.897
H: 1.721 -2.017 0.411
H: 2.492 -0.517 -0.067
H: 0.976 -0.303 0.780
H: -1.083 0.746 1.314
H: -1.596 0.233 2.674
O: -0.774 0.596 2.322
H: -2.561 0.460 -0.115
H: 0.007 0.925 -1.291
O: -1.653 0.770 -0.029

Mulliken population analysis, charges in e, atoms 1 to 8: number 1, C, carries -0.188; number 2, O, carries -0.582; number 3, C, carries -0.740; number 4, H, carries 0.222; number 5, H, carries 0.275; number 6, H, carries 0.295; number 7, H, carries 0.223; number 8, H, carries 0.105

***

Result of the stability comparison: ii) is the least stable of them.

***

i) The following is a DFT calculation (ωB97M-V with the def2-TZVPD basis set) of one molecule with the formula C5H6ClFS.

Results
LUMO	-0.15	eV
Kohn-Sham gap	0.3150	Ha
2S+1	1
SMILES	F[C@H](Cl)C1CC(=S)C1
M	152.6	g mol⁻¹

Positions of all 14 atoms, in Å:
C: 1.667 0.430 0.097
C: 0.322 -0.126 0.505
C: -0.807 0.870 0.295
C: -1.685 -0.217 -0.229
C: -0.452 -1.124 -0.432
H: 2.205 1.047 0.801
H: 0.381 -0.567 1.525
H: -1.185 1.375 1.249
H: -0.664 1.682 -0.509
H: -0.755 -2.145 -0.164
H: -0.078 -1.211 -1.433
F: 1.495 1.216 -1.044
S: -3.272 -0.361 -0.394
Cl: 2.828 -0.870 -0.266

Mulliken population analysis, charges in e, atoms 1 to 8: number 1, C, carries -0.121; number 2, C, carries 0.204; number 3, C, carries -0.633; number 4, C, carries 0.134; number 5, C, carries -0.709; number 6, H, carries 0.357; number 7, H, carries 0.377; number 8, H, carries 0.308

***

ii) The following is a DFT calculation (ωB97M-V with the def2-TZVPD basis set) of one molecule with the formula C5H6ClFS.

Results
LUMO	0.53	eV
Kohn-Sham gap	0.3504	Ha
2S+1	1
SMILES	F[C@@H]1[C@@H](S)[C@H]1/C=C\Cl
M	152.6	g mol⁻¹

Positions of all 14 atoms, in Å:
C: -1.588 0.046 -0.300
C: -1.081 -1.134 0.589
C: -0.053 -0.359 -0.227
C: 1.042 0.414 0.401
C: 2.348 0.211 0.129
H: -0.861 2.158 -0.385
H: -1.986 0.098 -1.425
H: -1.123 -1.012 1.617
H: 0.160 -0.913 -1.197
H: 0.941 1.082 1.242
H: 3.258 0.836 0.603
F: -1.637 -2.302 0.080
S: -2.163 1.666 0.063
Cl: 2.744 -0.791 -1.191

Mulliken population analysis, charges in e, atoms 1 to 8: number 1, C, carries -0.531; number 2, C, carries -0.054; number 3, C, carries 0.020; number 4, C, carries -0.276; number 5, C, carries -0.228; number 6, H, carries 0.140; number 7, H, carries 0.300; number 8, H, carries 0.422

***

Result of the stability comparison: ii) is the least stable of them.

***

i) The following is a DFT calculation (ωB97M-V with the def2-TZVPD basis set) of a 2-piece molecular cluster, C11H18 overall.

Results
LUMO	0.93	eV
Kohn-Sham gap	0.3589	Ha
2S+1	1
SMILES	Cc1ccccc1.CC(C)C
M	150.3	g mol⁻¹

Positions of all 29 atoms, in Å:
C: -0.934 3.109 0.631
C: 1.486 2.697 0.125
C: 0.173 2.357 -0.100
C: 2.410 1.694 -0.327
C: 2.024 0.775 -1.285
C: -0.209 1.491 -1.108
C: 0.730 0.841 -1.851
H: 1.685 3.481 0.824
H: 3.419 1.844 0.110
H: -0.500 4.072 0.988
H: -1.261 2.566 1.460
H: 2.527 -0.079 -1.534
H: -1.262 1.626 -1.334
H: 0.575 0.514 -2.928
H: -1.880 3.213 0.012
C: -0.791 -1.913 0.842
C: -0.767 -3.377 1.253
C: 0.626 -1.480 0.363
C: -1.698 -1.709 -0.417
H: -1.106 -1.255 1.664
H: -0.494 -4.141 0.521
H: 0.824 -1.786 -0.696
H: 0.761 -0.417 0.418
H: 1.444 -1.800 1.003
H: -1.514 -2.526 -1.220
H: -2.800 -1.867 -0.237
H: -1.493 -0.713 -0.910
H: -1.790 -3.700 1.546
H: -0.185 -3.517 2.186

Mulliken population analysis, charges in e, atoms 1 to 8: number 1, C, carries -1.321; number 2, C, carries -0.769; number 3, C, carries 1.100; number 4, C, carries -0.276; number 5, C, carries -0.778; number 6, C, carries -0.611; number 7, C, carries -0.238; number 8, H, carries 0.377

***

ii) The following is a DFT calculation (ωB97M-V with the def2-TZVPD basis set) of a 2-piece molecular cluster, C11H18 overall.

Results
LUMO	0.94	eV
Kohn-Sham gap	0.3600	Ha
2S+1	1
SMILES	CCc1ccccc1.CCC
M	150.3	g mol⁻¹

Positions of all 29 atoms, in Å:
C: 0.875 3.076 0.058
C: 0.896 2.140 -1.215
C: -0.539 3.038 0.731
H: 1.768 2.696 0.650
H: 1.074 4.242 -0.108
H: 0.713 2.785 -2.076
H: 0.010 1.480 -0.939
H: -0.382 2.792 1.784
H: -1.211 3.909 0.515
H: 1.872 1.677 -1.372
H: -1.025 2.112 0.272
C: -0.678 -0.878 1.589
C: -2.167 -1.593 1.869
C: -0.057 -1.242 0.354
C: -0.529 -1.098 -1.004
C: 1.223 -1.856 0.308
C: -0.002 -1.763 -2.177
C: 1.787 -2.425 -0.779
C: 1.190 -2.435 -2.066
H: -0.555 0.178 1.850
H: -0.217 -1.421 2.307
H: -2.861 -1.167 1.200
H: -1.539 -0.558 -1.107
H: 1.651 -1.918 1.299
H: -0.468 -1.615 -3.137
H: 2.683 -3.037 -0.616
H: 1.391 -3.104 -2.870
H: -2.542 -1.215 2.853
H: -2.359 -2.796 1.825

Mulliken population analysis, charges in e, atoms 1 to 8: number 1, C, carries -0.331; number 2, C, carries -0.539; number 3, C, carries -0.701; number 4, H, carries 0.229; number 5, H, carries 0.269; number 6, H, carries 0.315; number 7, H, carries -0.179; number 8, H, carries 0.197

***

Result of the stability comparison: ii) is the least stable of them.